Entry 1:
# C36H49F25N2O8

3 unconnected molecules or ions with the total composition C36H49F25N2O8 (the ωB97M-V functional and the def2-TZVPD basis, the OMol25 dataset).

Summary:
Lowest unoccupied orbital energy = 0.179 eV
Structure (SMILES) = CCCCCCC[N@@H+]1C[C@@H](CCCCN(C)C(C)=O)O[C@H](CCC(F)(F)C(F)(F)C(F)(F)C(F)(F)F)[C@@]1(COO)C(=O)[O-].FC(F)C(F)(F)COC(F)(F)C(F)F.FC(F)C(F)(F)COC(F)(F)C(F)F
Relative energy (zero: lowest compared OMol25 entry of this formula, charge and spin) = 0.000 eV
HOMO-LUMO gap = 9.14 eV
Multiplicity = 1
DFT total energy = -125421.996 eV

```
120
C36H49F25N2O8 the ωB97M-V functional and the def2-TZVPD basis
C 2.0413 6.3122 -1.8519
C 0.9360 6.8068 -2.7806
C 0.6688 5.9266 -4.0072
C 0.6943 4.4201 -3.7220
C -0.2514 4.0066 -2.5756
C -1.3441 3.0413 -3.0401
C -2.5512 2.9249 -2.1049
N -2.2551 2.0060 -0.9385
C -3.0464 0.7414 -1.0171
C -2.6511 -0.2424 0.0830
C -1.3414 -0.9778 -0.2870
C -0.4300 -1.3685 0.8821
C 0.3857 -2.6316 0.5745
C -0.3553 -3.9315 0.9179
N 0.3127 -4.6448 2.0171
C -0.4655 -5.8149 2.4810
C 1.6181 -5.0560 1.6244
C 2.5892 -5.2929 2.7505
O 1.9312 -5.1648 0.4625
O -2.6386 0.3652 1.3557
C -1.8500 1.5521 1.3995
C -1.6707 1.9547 2.8497
C -2.9475 1.9298 3.6949
C -2.7632 2.4913 5.0817
F -3.9149 2.3259 5.7705
F -1.8134 1.7887 5.7489
C -2.4049 4.0237 5.1622
F -2.5971 4.5852 3.9542
F -3.2415 4.6306 6.0196
C -0.9676 4.3400 5.6575
F -0.0631 3.6229 4.9695
F -0.8966 4.0068 6.9572
C -0.5499 5.8350 5.5562
F -0.6192 6.2794 4.2996
F 0.7163 5.9364 5.9786
F -1.3241 6.5952 6.3398
C -2.3853 2.6329 0.4513
C -3.8711 2.9323 0.6927
O -4.0072 4.1124 1.4543
O -5.4285 4.2710 1.5967
C -1.3778 3.8703 0.4253
O -1.8505 4.9422 0.0710
O -0.2050 3.5160 0.6814
H 3.0112 6.2503 -2.3521
H 1.7931 5.3545 -1.3923
H 2.1563 7.0175 -1.0254
H 0.0207 6.8758 -2.1844
H 1.1492 7.8298 -3.1005
H -0.3093 6.1859 -4.4254
H 1.4282 6.1359 -4.7666
H 1.7158 4.1408 -3.4586
H 0.4286 3.8851 -4.6383
H -0.7399 4.8827 -2.1526
H 0.3317 3.5309 -1.7880
H -0.9346 2.0327 -3.1856
H -1.7377 3.3677 -4.0061
H -2.9000 3.8806 -1.7201
H -3.3652 2.4644 -2.6674
H -1.2677 1.7459 -1.0251
H -4.1046 0.9927 -1.0037
H -2.8221 0.2899 -1.9864
H -3.4553 -0.9803 0.1280
H -1.6055 -1.8671 -0.8647
H -0.7493 -0.3569 -0.9725
H 0.2706 -0.5529 1.0837
H -1.0005 -1.5081 1.8032
H 1.2956 -2.5865 1.1727
H 0.6540 -2.6429 -0.4817
H -1.3763 -3.7218 1.2493
H -0.4319 -4.5757 0.0346
H -1.2465 -6.0523 1.7566
H 0.1653 -6.7001 2.5732
H -0.9318 -5.6118 3.4454
H 3.0635 -6.2666 2.6284
H 2.0947 -5.2360 3.7170
H 3.3571 -4.5209 2.6811
H -0.8457 1.3209 1.0262
H -1.1706 2.9194 2.8936
H -0.9815 1.2303 3.2907
H -3.7860 2.4409 3.2259
H -3.2470 0.8928 3.8595
H -4.4424 3.0299 -0.2372
H -4.3179 2.0987 1.2453
H -5.4940 4.4479 2.5452
F 1.9302 -0.6305 -0.8467
C 1.7936 0.6828 -1.1090
F 1.4275 0.8147 -2.4082
C 3.1053 1.4323 -0.8720
F 4.0471 0.9642 -1.7170
F 2.8430 2.7255 -1.2084
C 3.6298 1.4702 0.5691
O 4.6379 0.5351 0.9078
C 4.3441 -0.6872 1.4333
F 3.0230 -0.8607 1.6461
F 4.9540 -0.7802 2.6398
C 4.9163 -1.8275 0.5789
F 4.3728 -1.8065 -0.6505
F 4.6004 -3.0044 1.1696
H 1.0021 1.1058 -0.4777
H 4.1131 2.4419 0.6541
H 2.8081 1.4618 1.2855
H 6.0007 -1.7325 0.5030
F 0.1421 -5.9645 -2.7575
C 1.4357 -5.5721 -2.6828
F 1.4805 -4.2419 -2.9329
C 2.2755 -6.2940 -3.7373
F 1.8495 -5.9633 -4.9749
F 3.5391 -5.7995 -3.5853
C 2.4054 -7.8178 -3.6121
O 1.5735 -8.5977 -4.4498
C 0.3399 -9.0284 -4.0619
F 0.0431 -8.6933 -2.7940
F 0.3341 -10.3830 -4.1288
C -0.7480 -8.5493 -5.0342
F -0.8016 -7.2046 -5.0465
F -1.9436 -9.0229 -4.6150
H 1.8138 -5.7530 -1.6751
H 3.4141 -8.0337 -3.9602
H 2.3500 -8.1333 -2.5701
H -0.5389 -8.9173 -6.0400
```

=====

Entry 2:
# C39H37F3N6O4SeSiTa

A molecular structure, C39H37F3N6O4SeSiTa (the ωB97M-V functional and the def2-TZVPD basis, the OMol25 dataset).

Summary:
Lowest unoccupied orbital energy = -3.723 eV
Total charge = +1
Relative energy (zero: lowest compared OMol25 entry of this formula, charge and spin) = 1.948 eV
HOMO-LUMO gap = 5.51 eV
Multiplicity = 1
DFT total energy = -141100.814 eV

```
92
C39H37F3N6O4SeSiTa the ωB97M-V functional and the def2-TZVPD basis
Ta 0.0544 0.2097 0.0959
O -2.8457 -1.3774 -2.9048
C -3.9805 -1.3304 -2.1429
C -5.2244 -1.5498 -2.7242
C -6.3766 -1.5192 -1.9602
C -6.2982 -1.2723 -0.5961
C -5.0625 -1.0510 -0.0202
C -3.8889 -1.0706 -0.7748
C -2.6202 -0.7910 -0.0888
O -1.5422 -0.3985 -0.7951
N -2.4957 -0.8978 1.1848
N -1.2013 -0.5312 1.5334
C -0.7644 -0.9932 2.7479
C 0.5563 -0.8959 2.9974
C 1.3095 -1.6713 3.9510
C 2.6046 -1.9477 3.7287
C 3.2431 -1.4261 2.5315
C 2.6193 -0.5550 1.7385
N 1.2866 -0.0475 2.0378
H -3.1004 -1.6211 -3.8012
H -5.2821 -1.7458 -3.7898
H -7.3354 -1.6877 -2.4323
H -7.1935 -1.2442 0.0092
H -4.9793 -0.8422 1.0376
H -1.4653 -1.5061 3.3937
H 0.7810 -2.0849 4.8011
H 3.1744 -2.5540 4.4178
H 4.2461 -1.7382 2.2730
H 3.0909 -0.1226 0.8630
O 2.7173 -5.8280 -2.7815
C 2.1198 -5.8544 -1.5047
C 1.7290 -4.4587 -1.1153
C 1.1292 -4.2111 0.1143
C 0.7814 -2.9215 0.4416
N 0.9969 -1.8844 -0.3792
C 1.5577 -2.1158 -1.5709
C 1.9396 -3.3867 -1.9677
C 1.7044 -0.9222 -2.4342
C 2.3527 -0.9695 -3.6509
C 2.4314 0.1701 -4.4447
C 3.1078 0.1191 -5.7925
O 3.2860 1.3846 -6.3763
C 1.8455 1.3291 -3.9661
C 1.2310 1.3139 -2.7296
N 1.1543 0.2163 -1.9595
H 2.9529 -6.7234 -3.0410
H 2.8066 -6.2459 -0.7459
H 1.2206 -6.4804 -1.4919
H 0.9293 -5.0110 0.8151
H 0.3223 -2.6964 1.3939
H 2.3836 -3.5665 -2.9331
H 2.8023 -1.8928 -3.9882
H 2.4654 -0.4524 -6.4673
H 4.0477 -0.4348 -5.7063
H 4.1122 1.7734 -6.0733
H 1.8688 2.2395 -4.5469
H 0.7774 2.2028 -2.3168
F -3.4963 6.5646 -3.0611
C -4.5797 5.7704 -2.9794
F -5.0749 5.6528 -4.2226
F -5.4912 6.4125 -2.2379
C -4.2208 4.4266 -2.4020
C -4.5207 4.1086 -1.0909
C -4.1340 2.8608 -0.6201
N -3.4940 1.9646 -1.3614
C -3.2139 2.2871 -2.6212
C -3.5536 3.5025 -3.1913
H -5.0434 4.8052 -0.4514
H -4.3490 2.5727 0.4032
H -2.6940 1.5302 -3.2002
H -3.3126 3.7197 -4.2230
Se -0.2597 2.5055 0.0722
C -0.0001 2.3383 3.4762
Si 1.6228 1.5867 2.9703
C 2.7527 2.5556 1.8434
C 2.5747 1.1386 4.5234
C 1.8748 0.8279 5.6992
C 2.5334 0.5180 6.8773
C 3.9213 0.5147 6.9118
C 4.6374 0.8224 5.7664
C 3.9678 1.1352 4.5904
H 0.1548 3.4146 3.5919
H -0.3108 1.9524 4.4444
H -0.8074 2.1935 2.7643
H 2.6067 3.6244 2.0137
H 2.5485 2.3844 0.7879
H 3.8002 2.3268 2.0397
H 0.7922 0.7978 5.6934
H 1.9678 0.2783 7.7685
H 4.4409 0.2793 7.8316
H 5.7195 0.8294 5.7879
H 4.5577 1.3681 3.7121
```

=====

Entry 3:
# C3H6N2OS

A single C3H6N2OS molecule (the ωB97M-V functional and the def2-TZVPD basis, the OMol25 dataset).

Summary:
Lowest unoccupied orbital energy = 0.235 eV
Structure (SMILES) = C=CC(=O)NSN
Relative energy (zero: lowest compared OMol25 entry of this formula, charge and spin) = 4.145 eV
HOMO-LUMO gap = 9.24 eV
Multiplicity = 1
DFT total energy = -19068.021 eV

```
13
C3H6N2OS the ωB97M-V functional and the def2-TZVPD basis
C 1.3170 -0.7660 -1.0812
C 0.8158 -0.8024 0.2088
C -0.4972 -1.2604 0.9946
O -0.6815 -1.8870 2.0537
N -1.4049 -0.4533 0.5124
S -1.5248 0.9197 -0.5380
N -0.3082 1.9674 -0.0987
H 2.4068 -0.5741 -1.2754
H 0.8184 -0.7698 -2.0236
H 1.6262 -0.8333 1.0283
H -2.3371 -0.4470 0.9842
H 0.5229 2.1368 -0.9472
H -0.7535 2.7695 0.1819
```

=====

Entry 4:
# C19H28N2O3S2

A single C19H28N2O3S2 molecule (the ωB97M-V functional and the def2-TZVPD basis, the OMol25 dataset).

Summary:
Lowest unoccupied orbital energy = 0.383 eV
Structure (SMILES) = CSC1(C(=O)N2C[C@H]3CSC[C@@]3(C)C2)CN(C(=O)[C@@H]2CC3(CC3)CO2)C1
Relative energy (zero: lowest compared OMol25 entry of this formula, charge and spin) = 1.138 eV
HOMO-LUMO gap = 9.16 eV
Multiplicity = 1
DFT total energy = -50950.121 eV

```
54
C19H28N2O3S2 the ωB97M-V functional and the def2-TZVPD basis
C 0.1465 1.0281 0.2386
S 0.8310 -0.6382 0.3273
C 2.5089 -0.3321 -0.2892
C 2.4616 0.3866 -1.6266
O 2.6532 1.5920 -1.6719
N 2.1575 -0.3259 -2.7329
C 1.8079 -1.7389 -2.8312
C 0.7451 -1.7348 -3.9250
C -0.6435 -1.3349 -3.3890
S -1.2516 0.0931 -4.3486
C 0.0239 -0.0947 -5.6193
C 1.2505 -0.6605 -4.9094
C 2.2536 -1.2369 -5.9051
C 1.9189 0.3810 -3.9927
C 3.4420 0.3326 0.7548
N 4.0961 -0.9634 0.9294
C 4.6817 -1.4329 2.0581
O 4.9971 -0.6980 2.9721
C 4.8386 -2.9524 2.1103
C 3.4882 -3.6034 2.5244
C 3.8319 -4.2589 3.8511
C 2.8028 -4.7383 4.8186
C 3.6501 -5.7315 4.0603
C 5.1019 -3.5715 4.2915
O 5.7963 -3.3342 3.0702
C 3.3550 -1.6253 -0.1398
H -0.8239 0.9860 0.7297
H 0.7850 1.7351 0.7653
H 0.0171 1.3518 -0.7926
H 2.6741 -2.3394 -3.1288
H 1.4277 -2.1210 -1.8861
H 0.6853 -2.7050 -4.4208
H -1.3419 -2.1660 -3.4680
H -0.5925 -1.0359 -2.3419
H -0.3060 -0.7742 -6.4070
H 0.2190 0.8802 -6.0681
H 2.6246 -0.4585 -6.5741
H 3.1163 -1.6661 -5.3910
H 1.7951 -2.0194 -6.5126
H 1.2726 1.2376 -3.7998
H 2.8539 0.7547 -4.4157
H 4.0878 1.1022 0.3358
H 2.9580 0.6993 1.6595
H 5.1871 -3.3126 1.1394
H 2.7109 -2.8449 2.6482
H 3.1420 -4.3293 1.7884
H 3.0018 -4.6050 5.8741
H 1.7609 -4.6440 4.5424
H 3.1725 -6.2993 3.2722
H 4.4169 -6.2663 4.6050
H 4.8926 -2.6204 4.7914
H 5.7362 -4.1889 4.9264
H 2.7929 -2.5134 0.1576
H 3.9694 -1.8600 -1.0128
```

=====

Copy entry 4 word for word.
# C19H28N2O3S2

A single C19H28N2O3S2 molecule (the ωB97M-V functional and the def2-TZVPD basis, the OMol25 dataset).

Summary:
Lowest unoccupied orbital energy = 0.383 eV
Structure (SMILES) = CSC1(C(=O)N2C[C@H]3CSC[C@@]3(C)C2)CN(C(=O)[C@@H]2CC3(CC3)CO2)C1
Relative energy (zero: lowest compared OMol25 entry of this formula, charge and spin) = 1.138 eV
HOMO-LUMO gap = 9.16 eV
Multiplicity = 1
DFT total energy = -50950.121 eV

```
54
C19H28N2O3S2 the ωB97M-V functional and the def2-TZVPD basis
C 0.1465 1.0281 0.2386
S 0.8310 -0.6382 0.3273
C 2.5089 -0.3321 -0.2892
C 2.4616 0.3866 -1.6266
O 2.6532 1.5920 -1.6719
N 2.1575 -0.3259 -2.7329
C 1.8079 -1.7389 -2.8312
C 0.7451 -1.7348 -3.9250
C -0.6435 -1.3349 -3.3890
S -1.2516 0.0931 -4.3486
C 0.0239 -0.0947 -5.6193
C 1.2505 -0.6605 -4.9094
C 2.2536 -1.2369 -5.9051
C 1.9189 0.3810 -3.9927
C 3.4420 0.3326 0.7548
N 4.0961 -0.9634 0.9294
C 4.6817 -1.4329 2.0581
O 4.9971 -0.6980 2.9721
C 4.8386 -2.9524 2.1103
C 3.4882 -3.6034 2.5244
C 3.8319 -4.2589 3.8511
C 2.8028 -4.7383 4.8186
C 3.6501 -5.7315 4.0603
C 5.1019 -3.5715 4.2915
O 5.7963 -3.3342 3.0702
C 3.3550 -1.6253 -0.1398
H -0.8239 0.9860 0.7297
H 0.7850 1.7351 0.7653
H 0.0171 1.3518 -0.7926
H 2.6741 -2.3394 -3.1288
H 1.4277 -2.1210 -1.8861
H 0.6853 -2.7050 -4.4208
H -1.3419 -2.1660 -3.4680
H -0.5925 -1.0359 -2.3419
H -0.3060 -0.7742 -6.4070
H 0.2190 0.8802 -6.0681
H 2.6246 -0.4585 -6.5741
H 3.1163 -1.6661 -5.3910
H 1.7951 -2.0194 -6.5126
H 1.2726 1.2376 -3.7998
H 2.8539 0.7547 -4.4157
H 4.0878 1.1022 0.3358
H 2.9580 0.6993 1.6595
H 5.1871 -3.3126 1.1394
H 2.7109 -2.8449 2.6482
H 3.1420 -4.3293 1.7884
H 3.0018 -4.6050 5.8741
H 1.7609 -4.6440 4.5424
H 3.1725 -6.2993 3.2722
H 4.4169 -6.2663 4.6050
H 4.8926 -2.6204 4.7914
H 5.7362 -4.1889 4.9264
H 2.7929 -2.5134 0.1576
H 3.9694 -1.8600 -1.0128
```

=====

Q: What is the multiplicity in the first record?
A: 1

=====

Q: Which of these has the highest HOMO-LUMO gap?
A: C3H6N2OS